This record from the OMol25 dataset describes a molecular structure, C62H39Cl3Ge2I4N4Pb. The level of theory is wB97M-V/def2-TZVPD.

Atoms and positions in Å:
Pb1 0.02295 1.15351 0.87984
I1 2.06729 8.00320 7.66546
C1 1.46602 6.52612 6.26116
C2 0.26727 6.64809 5.61613
C3 -0.19955 5.62887 4.83198
C4 0.59947 4.50907 4.62792
C5 1.86477 4.48120 5.18345
C6 2.33560 5.49446 6.02365
C7 0.08401 3.47970 3.70402
C8 -0.48052 3.94780 2.42929
C9 -0.09133 5.10168 1.72656
C10 -0.87327 5.17057 0.56771
C11 -1.62624 3.92097 0.55048
C12 -2.37579 3.44943 -0.49563
C13 -2.86774 4.53660 -1.52189
C14 -2.07323 4.82861 -2.61423
C15 -2.50109 5.68939 -3.61296
C16 -3.79542 6.23878 -3.52911
I2 -4.42727 7.81747 -4.66685
C17 -4.59054 5.86680 -2.46477
C18 -4.15527 5.00869 -1.46351
C19 -2.91631 2.10967 -0.65285
N1 -2.22914 1.06559 -0.15827
C20 -2.77848 -0.09726 -0.72986
C21 -2.38417 -1.39229 -0.58310
C22 -2.99392 -2.43472 -1.47614
C23 -2.71906 -2.30157 -2.82935
C24 -3.41190 -3.11875 -3.73787
C25 -4.43179 -3.94198 -3.28695
I3 -5.67950 -4.80842 -4.63121
C26 -4.68038 -4.07038 -1.86465
C27 -3.92284 -3.37042 -0.99743
C28 -1.44225 -1.88006 0.49660
C29 -1.14475 -3.25162 0.78965
C30 -0.30945 -3.30484 1.87340
C31 -0.23010 -1.89229 2.28685
N2 -0.81203 -1.03206 1.31000
C32 0.38991 -1.45729 3.45782
C33 0.44015 -0.04294 4.00127
C34 0.63217 0.28904 5.30476
C35 0.55995 1.64305 5.46601
C36 0.33644 2.13972 4.09024
N3 0.19494 1.02235 3.25190
C37 1.13292 -2.44799 4.30785
C38 2.41819 -2.15994 4.66645
C39 3.21232 -3.06599 5.37094
C40 2.60995 -4.17451 5.82684
I4 3.61915 -5.47608 7.08191
C41 1.27131 -4.55419 5.41158
C42 0.54926 -3.65309 4.69983
C43 -3.92545 0.25436 -1.48735
C44 -4.01102 1.63313 -1.52191
N4 -1.32680 3.15539 1.72504
H1 -0.21451 7.61077 5.72244
H2 -1.23645 5.70303 4.43562
H3 2.44948 3.63200 4.95506
H4 3.27752 5.55033 6.56523
H5 0.72814 5.98202 1.90331
H6 -0.96077 5.98675 -0.10530
H7 -1.12473 4.39731 -2.71743
H8 -1.89844 5.89030 -4.42960
H9 -5.55045 6.34175 -2.23479
H10 -4.77585 4.75790 -0.66781
H11 -2.05484 -1.56798 -3.19921
H12 -3.23419 -2.99616 -4.83691
H13 -5.48294 -4.69848 -1.59154
H14 -4.19640 -3.44997 0.05011
H15 -1.50790 -4.13412 0.29477
H16 0.12070 -4.12196 2.38017
H17 0.84289 -0.25315 6.22668
H18 0.58268 2.35988 6.22068
H19 2.95973 -1.35144 4.21889
H20 4.26963 -2.90401 5.56023
H21 0.89431 -5.47976 5.80017
H22 -0.49502 -3.78557 4.46845
H23 -4.60808 -0.34383 -2.08930
H24 -4.66589 2.36672 -1.94120
C45 3.94348 -3.03241 1.45990
C46 3.79643 -1.65621 1.14863
C47 3.26031 -1.22570 -0.01997
C48 2.74426 -2.24086 -0.90332
C49 2.97050 -3.57879 -0.67069
C50 3.59505 -3.99994 0.54449
Ge1 1.99850 -1.89153 -2.57838
C51 0.81731 -3.23698 -3.33082
C52 0.12117 -4.16871 -2.50683
C53 -0.64062 -5.15972 -3.07841
C54 -0.66698 -5.37141 -4.45136
C55 -0.04130 -4.45726 -5.25939
C56 0.71429 -3.41160 -4.72486
C57 3.08000 -1.07294 -3.87352
C58 4.46093 -0.95153 -3.70429
C59 5.28844 -0.41585 -4.67384
C60 4.69372 0.00421 -5.84955
C61 3.34717 -0.07149 -6.05282
C62 2.51685 -0.59084 -5.07241
H25 4.26360 -3.44208 2.43331
H26 4.12658 -0.91492 1.85979
H27 3.03352 -0.20307 -0.31440
H28 2.45854 -4.27013 -1.30901
H29 3.86029 -5.01465 0.72339
H30 0.15699 -4.07660 -1.43826
H31 -1.22282 -5.91435 -2.44851
H32 -1.31339 -6.20825 -4.80682
H33 -0.20584 -4.56626 -6.30976
H34 1.25453 -2.76404 -5.33601
H35 4.97430 -1.17181 -2.78396
H36 6.33731 -0.43554 -4.52473
H37 5.27393 0.44649 -6.67746
H38 2.90809 0.42258 -6.90647
H39 1.41540 -0.60909 -5.22823
Cl1 0.31780 2.40513 -3.81377
Ge2 -1.56519 1.20786 -4.00142
Cl2 -1.08561 -0.20417 -5.60310
Cl3 0.22641 -0.53452 -2.06659

* charge: +2
* energy above the lowest of the compared OMol25 structures with the same formula, charge and spin: 64.7 kcal/mol
* LUMO (alpha / beta): -0.2915 / -0.2916 hartree
* E: -9522.58820 hartree
* molar mass: 1806.4 g mol⁻¹